[1]
The following is a DFT calculation (wB97M-V/def2-TZVPD) of a molecular structure, C26H47O31S6.

Positions of all 110 atoms, in Å:
C: -0.8960 0.1832 -0.9308
C: 0.1433 0.0697 0.1007
O: -0.1951 0.6509 1.3026
H: -1.3303 1.1717 -1.0801
H: -1.7894 -0.3913 -0.6862
H: -0.4649 -0.0142 -1.9122
H: 1.0962 0.4434 -0.2741
H: 0.2721 -1.0123 0.0712
C: 3.0445 -0.5923 -1.3522
C: 3.9276 -1.2478 -0.3331
O: 5.1365 -0.5405 -0.0878
S: 4.9135 1.0288 -0.7006
O: 6.1640 1.5021 -1.2374
O: 4.1844 1.8793 0.2344
O: 3.8300 0.4570 -1.8496
H: 2.0644 -0.3478 -0.9426
H: 2.8427 -1.2339 -2.2099
H: 4.1886 -2.2861 -0.5379
H: 3.2969 -1.1746 0.5529
C: 1.0734 1.0280 -2.2417
C: 2.1698 0.5186 -3.2685
O: 1.8414 1.0720 -4.5300
S: 0.6014 2.2267 -4.5263
O: -0.3117 2.0677 -5.6442
O: 1.1850 3.6086 -4.2261
O: 0.0752 1.5913 -3.1112
H: 1.4057 1.7735 -1.5193
H: 0.7440 0.1021 -1.7702
H: 2.2179 -0.5696 -3.3073
H: 3.1530 0.7960 -2.8883
C: -0.8296 3.0413 0.1394
C: 0.0608 3.2501 1.3284
O: -0.8199 3.7363 2.3481
S: -2.3668 4.0394 1.8184
O: -2.9012 5.3024 2.2573
O: -3.1185 2.8095 2.0158
O: -1.7650 4.0917 0.2465
H: -1.3835 2.1101 0.2582
H: -0.2533 3.1765 -0.7758
H: 0.6885 4.1314 1.1961
H: 0.7680 2.4613 1.5852
C: 0.8738 0.2282 2.8511
C: 1.6795 1.2513 2.1081
O: 3.0164 0.8315 2.2156
S: 3.1325 -0.7645 2.6289
O: 4.3299 -0.9488 3.4645
O: 2.9600 -1.6509 1.5104
O: 1.7796 -0.6063 3.5110
H: 0.3997 -0.4287 2.1218
H: 0.1144 0.5749 3.5519
H: 1.5520 2.2695 2.4756
H: 1.4355 1.2962 1.0467
C: 0.5221 -2.2764 1.7047
C: 0.0033 -3.7044 1.8585
O: 0.3965 -4.2302 3.1748
S: 1.3745 -3.1114 3.9419
O: 2.7536 -3.2553 3.5260
O: 1.0249 -3.0829 5.3387
O: 0.6067 -1.9192 3.0885
H: -0.1807 -1.5332 1.3282
H: 1.4705 -2.2325 1.1694
H: 0.5089 -4.3385 1.1302
H: -1.0733 -3.8561 1.7821
C: -1.4748 0.0981 2.9486
C: -2.6510 0.3855 2.0323
O: -3.4031 -0.8688 2.0499
S: -3.2193 -1.6309 3.5054
O: -3.3919 -3.1012 3.2951
O: -3.8869 -0.9056 4.5744
O: -1.6178 -1.2157 3.4560
H: -1.2166 0.8324 3.7117
H: -0.5919 0.0086 2.3156
H: -2.3112 0.4930 1.0022
H: -3.2691 1.2443 2.2940
O: 2.6860 -2.7322 0.4328
C: 1.8779 -2.5828 -0.4666
O: 2.3065 -2.3439 -1.6854
C: 1.3079 -2.5355 -2.7096
C: 0.0853 -2.4129 -1.8338
C: 0.4057 -2.8853 -0.4779
H: 1.4152 -3.4161 -3.3429
H: 1.3519 -1.7578 -3.4721
H: -0.8027 -2.9040 -2.2317
H: -0.2098 -1.3636 -1.8234
H: 0.2124 -3.9571 -0.5230
H: -0.2109 -2.2679 0.1754
O: -1.6189 -3.7772 -1.8574
C: -2.0479 -3.0036 -0.9378
O: -1.6317 -3.0252 0.3014
C: -1.9264 -1.8498 1.0198
C: -3.1226 -1.2487 0.2533
C: -3.0000 -1.8079 -1.1114
H: -1.1047 -1.1356 1.0719
H: -2.0447 -2.1783 2.0524
H: -3.1086 -0.1626 0.3437
H: -4.0434 -1.5677 0.7417
H: -2.4675 -1.2016 -1.8441
H: -3.9805 -2.0376 -1.5284
O: -0.9233 5.5157 -1.7413
C: -1.2718 4.4345 -2.2154
O: -1.0645 3.9828 -3.4136
C: -1.7429 2.8300 -3.7366
C: -2.8285 2.7718 -2.7399
C: -2.1923 3.4256 -1.5206
H: -1.0293 2.0289 -3.5439
H: -2.2794 2.8806 -4.6841
H: -2.9844 1.7342 -2.4447
H: -3.7925 3.2430 -2.9319
H: -1.6341 2.6634 -0.9770
H: -2.8950 3.8820 -0.8233

The calculation puts the HOMO-LUMO gap at 8.04 eV. The calculation puts the HOMO energy at -6.2 eV. As for the charge: -1. Its total energy is -5738.2267 Ha.

[2]
The following is a DFT calculation (wB97M-V/def2-TZVPD) of a molecular structure, C26H48Cl3EuN5O3PSi.

Positions of all 88 atoms, in Å:
C: -3.7813 2.3173 1.4781
C: -4.1421 0.9512 0.9911
H: -4.6450 2.9811 1.4093
H: -2.9647 2.7735 0.9023
H: -3.4583 2.2678 2.5266
C: -5.3236 0.6080 0.4615
C: -6.4735 1.5287 0.2349
H: -5.4875 -0.4211 0.1241
H: -6.2342 2.5918 0.3712
H: -7.3031 1.2769 0.9095
H: -6.8513 1.4065 -0.7903
Eu: 0.1205 0.6744 0.0312
Cl: 0.3914 -0.1481 2.5153
Cl: 0.2946 3.2618 -0.4153
C: -0.1923 -2.7035 0.3898
O: 0.2315 -1.8772 -0.4564
N: -0.3996 -3.9991 0.1390
C: -0.1511 -4.5768 -1.1774
C: -0.8624 -4.9298 1.1601
H: -0.4092 -2.3961 1.4258
H: 0.2689 -3.8131 -1.8361
H: -1.0939 -4.9599 -1.5974
H: 0.5438 -5.4235 -1.0667
H: -1.0715 -4.3987 2.0943
H: -0.1005 -5.7000 1.3421
H: -1.7791 -5.4336 0.8308
H: -2.8586 2.1394 -1.5127
H: -4.1757 -0.0283 -2.4467
C: -2.2858 2.0851 -2.4522
C: -3.5359 0.1438 -3.3284
N: -2.2564 0.7044 -2.9316
H: -1.2755 2.4703 -2.2772
C: -1.1649 -0.0734 -2.8470
O: -0.0876 0.2999 -2.3290
H: -3.3711 -0.8071 -3.8453
H: -1.2812 -1.0807 -3.2830
H: -2.7953 2.6885 -3.2140
H: -4.0293 0.8524 -4.0047
O: -2.1192 0.2537 0.0404
C: -3.0181 -0.0743 1.0096
C: -3.5457 -2.2057 -0.3123
C: -3.4438 -1.5357 0.9047
H: -3.2344 -1.7109 -1.2385
C: -4.0256 -3.5183 -0.3300
H: -2.5475 0.0395 2.0002
C: -3.7200 -2.1794 2.1045
H: -4.1657 -4.0328 -1.2858
C: -4.3292 -4.1579 0.8732
C: -4.1820 -3.4896 2.0930
H: -3.5639 -1.6068 3.0264
H: -4.6972 -5.1880 0.8631
H: -4.4287 -3.9692 3.0404
Si: 1.6198 6.4812 0.4609
Cl: -0.4660 6.3914 0.6307
C: 1.9901 6.2816 -1.3700
C: 2.2589 5.2985 1.7741
C: 2.2931 8.2019 0.8805
H: 1.4873 5.3944 -1.7831
H: 3.0734 6.2007 -1.5499
H: 1.6374 7.1735 -1.9162
H: 1.9566 8.9687 0.1704
H: 3.3921 8.1631 0.8325
H: 2.0171 8.5353 1.8872
H: 1.8004 4.3012 1.6393
H: 1.9861 5.6829 2.7695
H: 3.3565 5.2009 1.7547
C: 5.7822 -1.4456 0.8727
N: 4.4877 -2.1753 0.7947
C: 4.2842 -2.6874 -0.5775
N: 4.3837 -1.6178 -1.6013
C: 5.6804 -0.9016 -1.4570
N: 5.8820 -0.3445 -0.1069
C: 4.9454 0.7417 0.1872
P: 3.1655 0.1623 0.1303
C: 3.3923 -1.3387 1.2576
C: 3.2620 -0.6909 -1.5518
H: 6.5871 -2.1693 0.6643
H: 5.8640 -1.0279 1.8839
H: 3.2902 -3.1573 -0.6452
H: 5.0867 -3.4194 -0.7804
H: 5.6899 -0.0807 -2.1855
H: 6.4860 -1.6290 -1.6486
H: 5.1462 1.1447 1.1894
H: 5.0760 1.5517 -0.5427
H: 2.4482 -1.8948 1.3127
H: 3.6136 -0.9693 2.2709
H: 3.3928 0.0862 -2.3210
H: 2.3066 -1.1971 -1.7510

The calculation puts the HOMO-LUMO gap (alpha / beta) at 7.83 / 8.69 eV. The calculation puts the HOMO energy (alpha / beta) at -8.4 / -8.4 eV. As for the charge: 0. Its total energy is -4240.9906 Ha. Its spin multiplicity is 7. As for the energy relative to the best compared isomer or geometry (same formula, charge and spin): 0.3 kJ/mol.

[3]
The following is a DFT calculation (wB97M-V/def2-TZVPD) of a molecular structure, C26H48F12N2O12S4Ti.

Positions of all 105 atoms, in Å:
Ti: 1.9774 1.7321 -0.6038
C: -4.7736 -4.2772 -9.2795
C: -4.4967 -3.6817 -7.9096
C: -4.7468 -2.2060 -7.9496
C: -4.2702 -1.4720 -6.6472
N: -4.4095 0.0753 -6.7346
C: -3.9786 0.7000 -5.4389
C: -3.5921 2.1517 -5.8592
C: -2.9336 2.0632 -7.2512
C: -3.3700 0.7262 -7.8077
C: -5.8038 0.6448 -7.1236
C: -7.0090 0.1602 -6.2615
C: -8.2653 0.9331 -6.6177
H: -5.5592 -3.7905 -9.8573
H: -4.9097 -5.3583 -9.2522
H: -3.9648 -4.1100 -9.9908
H: -3.4569 -3.8576 -7.6340
H: -5.1595 -4.0771 -7.1399
H: -5.7918 -1.9152 -8.0565
H: -4.2529 -1.7164 -8.7889
H: -3.2888 -1.5977 -6.1898
H: -5.0591 -1.6509 -5.9166
H: -4.7402 0.6349 -4.6618
H: -3.2021 0.1609 -4.8962
H: -4.4757 2.7878 -5.9130
H: -2.9506 2.4917 -5.0462
H: -3.3181 2.8416 -7.9102
H: -1.8517 2.1413 -7.1441
H: -3.7879 0.7664 -8.8136
H: -2.4919 0.0981 -7.6573
H: -5.8955 0.3209 -8.1603
H: -5.7565 1.7265 -7.2491
H: -6.7828 0.2499 -5.1990
H: -7.2014 -0.8836 -6.5097
H: -7.9264 1.9686 -6.5853
H: -8.9688 0.6948 -5.8200
H: -8.7172 0.7281 -7.5882
C: 3.1939 0.4563 10.9123
C: 2.1353 -0.2700 10.0861
C: 2.3521 -0.4890 8.5203
C: 3.8952 -0.8767 8.2638
N: 4.1709 -1.1717 6.7743
C: 5.6557 -1.5888 6.4553
C: 6.4806 -0.2791 6.4012
C: 5.5446 0.5756 5.6190
C: 4.0673 0.1639 5.9635
C: 3.1446 -2.2509 6.1598
C: 3.2333 -3.7198 6.7902
C: 4.3474 -4.5391 6.3339
H: 2.8987 0.5593 11.9565
H: 3.4891 1.3589 10.3773
H: 4.1171 -0.0995 11.0762
H: 1.2147 0.2867 10.2613
H: 2.1554 -1.2427 10.5775
H: 2.0180 0.4259 8.0311
H: 1.6750 -1.2082 8.0596
H: 4.1516 -1.8295 8.7269
H: 4.6199 -0.1119 8.5433
H: 5.6655 -2.0666 5.4756
H: 6.0149 -2.2176 7.2700
H: 7.4410 -0.3713 5.8940
H: 6.6329 0.0523 7.4283
H: 5.7223 0.3635 4.5647
H: 5.6685 1.6567 5.6811
H: 3.6453 -0.0918 4.9916
H: 3.4815 0.9389 6.4578
H: 3.4467 -2.3753 5.1199
H: 2.1949 -1.7192 6.1007
H: 2.3143 -4.2657 6.5767
H: 3.2715 -3.6609 7.8780
H: 4.6701 -4.4912 5.2938
H: 4.1618 -5.6073 6.4460
H: 5.2370 -4.3698 6.9406
C: -1.2078 4.6817 4.3466
F: -1.1686 3.3512 4.4336
F: -2.4251 5.1136 4.3931
F: -0.4739 5.1763 5.3311
S: -0.4106 5.2491 2.6983
O: -1.2394 4.6515 1.6747
O: -0.3946 6.7050 2.7752
O: 0.9229 4.6576 2.6708
C: 2.3863 8.5516 -4.1822
F: 2.8944 9.6787 -4.6906
F: 1.5145 8.8421 -3.2825
F: 1.7259 7.8662 -5.0987
S: 3.8317 7.3492 -3.3877
O: 4.9411 7.4738 -4.3122
O: 4.2514 8.0314 -2.1629
O: 3.2741 6.0215 -3.1763
C: 4.8883 -4.1233 -2.9137
F: 4.6849 -4.4604 -4.1805
F: 4.0307 -4.8152 -2.1371
F: 6.1548 -4.3637 -2.6571
S: 4.6347 -2.2166 -2.7596
O: 5.5989 -1.5639 -3.5742
O: 3.2084 -1.8618 -3.0974
O: 4.8958 -1.8775 -1.3773
C: -3.9532 -2.3407 2.2659
F: -4.7523 -1.5185 1.4985
F: -3.6058 -1.7499 3.4383
F: -4.6520 -3.4374 2.4655
S: -2.3780 -2.7445 1.2708
O: -2.8283 -3.0774 -0.1260
O: -1.5712 -1.4916 1.3766
O: -1.7253 -3.8870 1.9337

The calculation puts the HOMO-LUMO gap (alpha / beta) at 5.19 / 5.66 eV. The calculation puts the HOMO energy (alpha / beta) at -5.2 / -5.2 eV. As for the charge: -1. Its total energy is -5672.1463 Ha. Its spin multiplicity is 4. As for the energy relative to the best compared isomer or geometry (same formula, charge and spin): 1230.0 kJ/mol.

[4]
The following is a DFT calculation (wB97M-V/def2-TZVPD) of a molecular structure, C26H48F5N10NaO3P2.

Positions of all 95 atoms, in Å:
Na: 10.1693 11.4148 13.4907
C: 12.0598 11.3022 19.4866
N: 11.2909 10.7655 18.3543
C: 10.1978 9.9351 18.8019
P: 11.0858 11.6482 16.9446
O: 10.2028 11.1136 15.9089
O: 12.6626 11.6384 16.5119
P: 13.2441 11.0794 15.0750
O: 12.3788 11.3828 13.9068
N: 14.7315 11.8515 15.0269
C: 15.7357 11.6003 16.0749
C: 15.1519 12.5686 13.8373
N: 13.5994 9.5148 15.4698
C: 12.7747 8.6948 16.3253
C: 14.4306 8.7942 14.5402
N: 10.9781 13.2635 17.3453
C: 12.1564 14.0867 17.6426
C: 9.6855 13.8361 17.6698
H: 12.5622 10.4866 19.9988
H: 11.4049 11.8805 20.2032
H: 12.8745 11.9348 19.1082
H: 10.5342 8.9329 19.0326
H: 9.4380 9.9042 18.0117
H: 9.7259 10.3118 19.7307
H: 15.5906 10.5810 16.4729
H: 15.6303 12.3088 16.9111
H: 16.7258 11.6533 15.6073
H: 14.4398 12.3258 13.0258
H: 16.1834 12.3022 13.5561
H: 15.0750 13.6512 14.0183
H: 12.6296 9.1854 17.2781
H: 13.3356 7.7467 16.5066
H: 11.7911 8.4897 15.9352
H: 14.8624 9.4826 13.8141
H: 13.8865 8.0057 14.0338
H: 15.2796 8.3289 15.0788
H: 13.0295 13.7877 17.0440
H: 12.4569 14.0155 18.7338
H: 11.9421 15.1442 17.3955
H: 8.9711 13.0470 17.9115
H: 9.3401 14.4221 16.8044
H: 9.7479 14.4956 18.5416
C: 5.9328 8.1037 14.8280
N: 7.2391 7.7886 14.2605
C: 7.7061 6.4180 14.1214
C: 8.8830 6.5646 13.1656
N: 8.8572 7.9516 12.7303
C: 10.0064 8.5904 12.0503
C: 7.9572 8.6811 13.4953
N: 7.8299 9.9568 13.3986
C: 7.1649 10.7949 14.3030
C: 6.9713 12.2065 13.7958
N: 8.2351 12.9112 13.7692
C: 8.2666 14.1969 13.5341
N: 9.4479 14.9449 13.5652
C: 10.8025 14.4964 13.3250
C: 9.1765 16.3536 13.2949
C: 7.6626 16.4096 13.0387
N: 7.2205 15.0852 13.3992
C: 5.8178 14.8638 13.5318
H: 5.4161 7.1839 15.0495
H: 5.3213 8.6903 14.1367
H: 6.0622 8.6237 15.7883
H: 6.8843 5.7478 13.7508
H: 8.0069 6.0195 15.1193
H: 8.7937 5.8906 12.2993
H: 9.8436 6.3029 13.6784
H: 10.3781 8.0036 11.2301
H: 10.8232 8.7535 12.7784
H: 9.6515 9.5644 11.6701
H: 7.6867 10.8948 15.2865
H: 6.1802 10.4160 14.6135
H: 6.2728 12.6488 14.5169
H: 6.4256 12.1708 12.8295
H: 11.2170 13.9282 14.1702
H: 11.3676 15.4131 13.1699
H: 10.8753 13.8339 12.4457
H: 9.7332 16.7408 12.4720
H: 9.3869 16.9368 14.2050
H: 7.4720 16.6227 11.9886
H: 7.1293 17.1647 13.6520
H: 5.3836 15.8086 13.8335
H: 5.5919 14.0883 14.2428
H: 5.4341 14.6184 12.5552
F: 11.9661 10.2833 10.5084
C: 10.9819 11.0344 9.9452
C: 10.2038 11.8640 10.7414
C: 9.2714 12.6415 10.0592
F: 8.4592 13.4785 10.7707
C: 9.1433 12.6152 8.6681
F: 8.1921 13.3827 8.0727
C: 9.8912 11.7763 7.9039
F: 9.7311 11.7153 6.5556
C: 10.8084 10.9612 8.5422
F: 11.6483 10.1627 7.8154

The calculation puts the HOMO-LUMO gap at 6.87 eV. The calculation puts the HOMO energy at -6.8 eV. As for the charge: 0. Its total energy is -3137.2381 Ha. As for the energy relative to the best compared isomer or geometry (same formula, charge and spin): 0.0 kJ/mol.

> What is the charge in the first record?

-1